Entry 1:
26
Properties=species:S:1:pos:R:3:mulliken_charge:R:1 method="wB97M-V/def2-TZVPD" energy_ev=-29451.766 homo_energy_ev=-9.39 spin_multiplicity=1 homo_lumo_gap_ev=9.20 lumo_energy_ev=-0.2
C 0.186 -1.204 -0.254 -0.1577
C 0.172 -2.411 -0.740 -1.2551
C -2.049 0.332 -0.810 -0.4378
C -1.270 1.734 -0.688 -1.3634
C -1.992 -0.427 0.509 -0.4314
C 0.091 0.619 1.188 -0.9577
C 0.175 1.416 -0.154 0.1882
N 0.832 0.533 -1.110 -0.0207
N -0.555 -0.716 0.879 0.2121
O 2.288 -1.180 0.812 -0.5605
O 4.307 -0.328 -0.341 -0.6476
O 2.931 1.086 1.110 -0.6259
O 2.158 0.418 -1.090 -0.2697
S 3.023 -0.034 0.269 1.1542
H 0.202 -3.222 -0.183 0.4126
H 0.787 -2.584 -1.627 0.2996
H -3.088 0.615 -1.166 0.4150
H -1.498 -0.205 -1.649 0.2080
H -0.952 2.120 -1.593 0.5481
H -1.690 2.444 -0.054 0.4648
H -2.510 -0.041 1.491 0.3832
H -2.514 -1.472 0.229 0.2978
H 1.003 0.440 1.638 0.5539
H -0.655 1.188 1.828 0.4775
H 0.860 2.291 -0.174 0.6206
H -0.242 -1.412 1.680 0.4921

Entry 2:
24
Properties=species:S:1:pos:R:3:mulliken_charge:R:1 method="wB97M-V/def2-TZVPD" energy_ev=-31052.519 homo_energy_ev=-6.84 spin_multiplicity=1 homo_lumo_gap_ev=6.53 lumo_energy_ev=-0.3
C 1.701 -0.208 -0.254 0.4197
C -0.953 -0.418 -0.578 -0.2921
C -3.003 0.765 -0.306 0.9010
C 1.781 -1.463 -0.967 -1.1336
C -2.501 2.018 -0.878 -1.1674
C -4.509 -0.886 0.289 -0.7469
C 3.978 0.105 0.706 -0.8729
N -4.115 0.512 0.194 -0.5032
N 2.538 0.470 0.466 0.1336
O -2.199 -0.358 -0.654 -0.3113
P 0.180 0.649 0.123 0.1413
P 1.919 1.973 1.108 -0.2383
H 2.294 -1.149 -1.930 0.2551
H 0.885 -2.040 -0.987 0.3797
H 2.509 -2.077 -0.439 0.3299
H -2.339 2.678 -0.110 0.3694
H -3.226 2.476 -1.630 0.2578
H -1.506 1.859 -1.318 0.3356
H -4.273 -1.393 -0.633 0.2648
H -5.611 -1.013 0.476 0.2768
H -3.903 -1.376 1.060 0.2763
H 3.947 -0.960 1.086 0.3043
H 4.540 0.113 -0.211 0.2900
H 4.350 0.735 1.506 0.3305

Entry 3:
23
Properties=species:S:1:pos:R:3:mulliken_charge:R:1 method="wB97M-V/def2-TZVPD" energy_ev=-13962.600 homo_energy_ev=-13.23 spin_multiplicity=1 smiles="C[NH+](C)[C@@H](C=O)n1ccnc1" homo_lumo_gap_ev=9.17 charge=+1 lumo_energy_ev=-4.1
C 0.418 -0.581 -1.183 -0.7714
N 1.031 -0.196 0.012 0.1022
C 1.571 -1.288 0.754 -0.9363
C 0.079 0.760 0.863 -0.4787
C 0.638 2.213 0.648 0.0016
O 1.688 2.364 0.124 -0.4319
N -1.278 0.617 0.480 -0.0009
C -1.786 1.276 -0.646 -0.1803
C -3.062 0.818 -0.748 -0.5598
N -3.296 -0.100 0.235 -0.5837
C -2.188 -0.254 0.894 0.1202
H 0.450 0.253 -2.007 0.2875
H 0.916 -1.436 -1.597 0.3653
H -0.652 -0.819 -0.903 0.3029
H 1.722 0.590 -0.128 0.4201
H 0.798 -1.741 1.399 0.3140
H 2.188 -2.079 0.128 0.3345
H 2.320 -0.840 1.357 0.4458
H 0.222 0.541 1.982 0.5297
H 0.151 2.993 1.214 0.4562
H -1.257 2.053 -1.188 0.4263
H -3.840 1.177 -1.379 0.4508
H -2.070 -0.827 1.787 0.3858

Entry 4:
24
Properties=species:S:1:pos:R:3:mulliken_charge:R:1 method="wB97M-V/def2-TZVPD" energy_ev=-16006.747 homo_energy_ev=-14.71 spin_multiplicity=1 smiles=COCC[N@H+](C#N)CCOC#N homo_lumo_gap_ev=11.63 charge=+1 lumo_energy_ev=-3.1
C -2.087 -1.671 -0.939 -0.7297
O -0.884 -0.803 -0.651 -0.4440
C -0.526 0.331 -1.478 -0.6867
C 0.527 1.090 -0.619 -0.5821
N 0.040 1.005 0.820 0.3551
C -0.833 1.987 1.078 0.4930
N -1.581 2.821 1.272 -0.3645
C 0.998 0.714 1.867 -0.6509
C 2.327 1.368 1.691 -0.3561
O 2.231 2.754 1.649 -0.3645
C 2.670 3.311 0.580 0.5193
N 2.902 3.949 -0.325 -0.3649
H -2.932 -1.282 -1.449 0.3364
H -2.250 -2.127 0.095 0.3014
H -1.713 -2.625 -1.546 0.2649
H -1.293 0.910 -1.826 0.4400
H -0.081 0.063 -2.478 0.4404
H 0.582 2.167 -1.040 0.3479
H 1.522 0.489 -0.744 0.3069
H -0.571 0.173 0.558 0.3049
H 1.172 -0.393 2.035 0.2781
H 0.459 1.061 2.830 0.4257
H 2.937 1.037 2.539 0.3714
H 2.873 1.109 0.676 0.3581

Entry 5:
26
Properties=species:S:1:pos:R:3:mulliken_charge:R:1 method="wB97M-V/def2-TZVPD" energy_ev=-20097.459 homo_energy_ev="-8.97 / -13.25" spin_multiplicity=3 homo_lumo_gap_ev="5.99 / 6.68" charge=+1 lumo_energy_ev="-3.0 / -6.6"
C 0.624 -1.289 -1.386 -1.0114
C -0.386 -1.524 -0.564 -0.1121
C -1.413 -1.349 0.215 0.6500
C -2.626 0.316 -1.099 0.7579
C 1.520 -0.025 -1.204 -0.3179
C -0.992 -3.043 1.759 -0.5911
C 3.137 2.640 1.458 -0.5954
N 0.828 1.009 -0.457 0.0560
N -1.752 1.262 -1.150 -0.1130
N 1.383 1.809 0.262 -0.7195
O -2.611 -0.789 -0.500 -0.3063
O -3.812 0.713 -1.569 -0.4734
O -1.697 -1.878 1.386 -0.2978
O 2.655 1.653 0.499 -0.0804
H 0.972 -2.000 -2.026 0.5426
H 2.521 -0.220 -0.755 0.4505
H 1.480 0.281 -2.194 0.2743
H -0.121 -2.836 2.367 0.3001
H -0.750 -3.497 0.835 0.3494
H -1.611 -3.609 2.484 0.2580
H 4.016 2.323 2.031 0.2765
H 2.416 3.021 2.262 0.2784
H 3.450 3.502 1.005 0.3421
H -0.776 1.193 -0.919 0.3760
H -1.903 2.175 -1.542 0.3100
H -4.549 0.161 -1.196 0.3967